DFT (ωB97M-V/def2-TZVPD) results for the molecule C4H3NO at a distorted geometry.

Atoms and positions in Å:
O  -3.176  -0.514  -0.045
N  0.881  -1.096  -0.109
C  -2.147  0.002  -0.218
C  1.528  -0.213  -0.784
C  -1.005  0.562  -0.468
C  0.334  0.204  0.098
H  -1.038  1.461  -1.064
H  0.545  0.663  1.063
H  0.738  -2.059  0.127

Forces on the atoms, in the same order (eV/Å):
0.416 0.201 0.022
-0.085 0.651 0.002
-0.955 -0.679 0.123
0.195 -0.450 -0.336
1.163 0.673 -0.282
-0.880 -0.202 0.892
-0.223 0.128 -0.212
0.137 -0.046 -0.123
0.231 -0.277 -0.085

Output
Electronic energy, Eh: -284.0612
Spin multiplicity: 1
Charge: 0
E_LUMO, eV: 0.6200
HOMO-LUMO gap, eV: 9.97

Results of the Löwdin charge analysis, in e, for atoms 1 through 6: atom 1 (O): 0.17, atom 2 (N): 0.01, atom 3 (C): -0.19, atom 4 (C): 0.06, atom 5 (C): -0.08, atom 6 (C): -0.33